Entry 1:
Computed, not measured: C3H13N5 as an isolated structure in a non-equilibrium geometry, with wB97M-V/def2-TZVPD.

Computed properties:
- E (Ha) = -395.7606
- Kohn-Sham gap (eV) = 7.72
- LUMO level (eV) = 0.92
- HOMO level (Eh) = -0.250
- multiplicity = 1

Last column: natural (NBO) charge in e.
Geometry (Å):
C  1.586  1.105  0.512  -0.203
C  2.207  0.051  -0.236  -0.861
N  -0.198  0.773  0.851  -0.706
H  -0.648  1.659  1.065  0.385
H  -0.288  0.148  1.650  0.385
H  1.921  1.274  1.536  0.185
H  1.478  2.052  -0.010  0.189
H  2.869  -0.606  0.321  0.199
H  0.722  -0.861  -0.701  0.400
H  2.595  0.332  -1.211  0.206
C  -1.032  0.055  -0.349  0.579
N  -0.448  -2.074  0.470  -0.723
N  -2.380  -0.154  0.029  -0.850
N  -0.963  1.013  -1.414  -0.855
N  -0.355  -1.161  -0.644  -0.566
H  0.452  -2.077  0.957  0.344
H  -0.584  -3.004  0.086  0.364
H  -2.463  -0.946  0.653  0.395
H  -2.838  0.676  0.381  0.371
H  -1.605  0.718  -2.142  0.385
H  -0.027  1.029  -1.805  0.376

Entry 2:
Computed, not measured: C14H25MgNO3P2S2 as an isolated structure in a non-equilibrium geometry, with wB97M-V/def2-TZVPD.

Computed properties:
- E (Ha) = -2507.7662
- Kohn-Sham gap (eV) = 6.76
- LUMO level (eV) = -0.58
- HOMO level (Eh) = -0.270
- multiplicity = 1

Last column: natural (NBO) charge in e.
Geometry (Å):
Mg  -0.073  -0.026  -1.559  1.516
H  -0.826  -0.505  -0.435  -0.159
H  -0.832  0.386  -0.432  0.004
P  -0.172  -2.340  -1.974  0.740
P  -0.175  2.292  -1.958  0.741
C  1.338  3.279  -1.570  -0.946
H  1.214  4.344  -1.836  0.229
H  1.559  3.189  -0.493  0.272
H  2.187  2.853  -2.130  0.247
C  -0.477  2.715  -3.728  -0.935
H  -1.422  2.244  -4.042  0.234
H  -0.528  3.808  -3.879  0.226
H  0.339  2.290  -4.335  0.261
C  -1.501  3.251  -1.100  -0.957
H  -1.341  3.189  -0.010  0.260
H  -1.506  4.311  -1.410  0.225
H  -2.475  2.791  -1.337  0.227
C  -0.299  -2.756  -3.767  -0.933
H  -0.373  -3.847  -3.924  0.219
H  -1.188  -2.252  -4.178  0.237
H  0.591  -2.362  -4.283  0.262
C  1.265  -3.368  -1.431  -0.936
H  1.371  -3.285  -0.337  0.241
H  1.142  -4.429  -1.712  0.229
H  2.180  -2.964  -1.895  0.252
C  -1.606  -3.264  -1.262  -0.946
H  -2.536  -2.777  -1.598  0.234
H  -1.605  -4.324  -1.575  0.228
H  -1.560  -3.207  -0.161  0.235
C  1.630  -0.025  -0.670  0.229
O  2.686  -0.026  -0.161  -0.509
H  0.665  -0.010  -3.044  -0.704
O  2.687  2.205  4.662  -0.831
S  2.323  0.780  4.223  2.038
O  3.603  -0.032  3.978  -0.832
N  2.026  1.179  2.540  -0.573
C  0.870  0.808  2.112  0.091
S  0.292  1.357  0.499  -0.281
C  0.030  0.174  3.132  0.004
C  -1.281  -0.293  3.004  -0.218
C  -1.912  -0.844  4.132  -0.160
C  -1.233  -0.914  5.364  -0.211
C  0.082  -0.438  5.474  -0.156
C  0.690  0.097  4.342  -0.311
H  -1.805  -0.231  2.059  0.231
H  -2.926  -1.213  4.056  0.222
H  -1.728  -1.332  6.232  0.227
H  0.610  -0.478  6.419  0.237

Entry 3:
Computed, not measured: a 2-piece molecular cluster, C9H13O3 overall in a non-equilibrium geometry, with wB97M-V/def2-TZVPD.

Computed properties:
- E (Ha) = -576.4426
- net charge = -1
- Kohn-Sham gap (eV) = 6.88
- LUMO level (eV) = 3.62
- HOMO level (Eh) = -0.120
- multiplicity = 1

Last column: natural (NBO) charge in e.
Geometry (Å):
C  -1.546  0.737  -0.348  -0.462
C  -2.125  -0.304  -1.090  0.726
C  -0.717  1.823  -0.817  0.373
C  -1.980  0.618  1.073  -0.422
C  -3.002  -0.510  0.973  -0.041
C  1.143  -1.520  -0.735  -0.384
C  2.098  -0.244  1.269  -0.638
C  2.900  0.226  -1.020  -0.653
C  2.026  -0.704  -0.223  0.011
O  -0.367  2.123  -1.954  -0.655
O  -2.007  -0.715  -2.257  -0.675
O  -2.808  -1.154  -0.206  -0.540
H  -1.292  0.250  1.810  0.166
H  -2.333  1.605  1.503  0.182
H  -2.889  -1.310  1.731  0.152
H  -4.030  -0.156  1.063  0.139
H  -0.317  2.299  0.027  0.065
H  0.441  -2.059  -0.116  0.186
H  0.996  -1.899  -1.725  0.208
H  2.670  -1.024  1.873  0.199
H  2.590  0.716  1.197  0.207
H  1.144  -0.194  1.690  0.218
H  3.867  0.388  -0.523  0.186
H  3.179  -0.165  -1.966  0.207
H  2.358  1.173  -1.226  0.246

Entry 4:
Computed, not measured: a 2-piece molecular cluster, C4H6N3 overall in a non-equilibrium geometry, with wB97M-V/def2-TZVPD.

Computed properties:
- E (Ha) = -319.7963
- net charge = +1
- Kohn-Sham gap (spin up / spin down) (eV) = 7.89 / 7.89
- LUMO level (spin up / spin down) (eV) = -7.15 / -7.15
- HOMO level (spin up / spin down) (Eh) = -0.553 / -0.553
- multiplicity = 1

Last column: natural (NBO) charge in e.
Geometry (Å):
C  0.691  -1.967  -0.618  0.138
C  0.742  -0.644  0.159  -0.060
C  -1.531  2.141  -0.089  0.007
C  1.500  -0.428  1.221  -0.176
N  -0.308  -1.893  -1.418  -0.242
N  -0.882  -0.672  -1.260  0.066
N  -0.359  0.036  -0.427  -0.129
H  1.344  -2.735  -0.565  0.229
H  -2.190  1.552  0.489  0.222
H  -1.985  2.305  -1.077  0.218
H  2.284  -1.197  1.571  0.256
H  -0.944  2.986  0.149  0.219
H  1.638  0.515  1.864  0.251

Entry 5:
Computed, not measured: one molecule with the formula H2N2O3 in a non-equilibrium geometry, with wB97M-V/def2-TZVPD.

Computed properties:
- E (Ha) = -336.2228
- Kohn-Sham gap (eV) = 9.78
- LUMO level (eV) = -0.27
- SMILES = O=NONO
- HOMO level (Eh) = -0.370
- multiplicity = 1

Last column: natural (NBO) charge in e.
Geometry (Å):
O  2.396  1.821  1.917  -0.244
N  1.432  1.135  1.750  0.385
O  1.651  0.345  0.535  -0.308
N  0.445  -0.330  0.125  -0.102
O  -0.572  0.542  -0.361  -0.560
H  0.887  -0.880  -0.668  0.347
H  -1.303  0.120  0.114  0.482

Entry 6:
Computed, not measured: a 3-piece molecular cluster, C2H10O2S2 overall in a non-equilibrium geometry, with wB97M-V/def2-TZVPD.

Computed properties:
- E (Ha) = -1029.0337
- Kohn-Sham gap (eV) = 9.07
- LUMO level (eV) = 0.30
- SMILES = CCSS.O.O
- HOMO level (Eh) = -0.322
- multiplicity = 1

Last column: natural (NBO) charge in e.
Geometry (Å):
C  -1.338  -1.601  -0.493  -0.628
C  0.094  -1.253  -0.126  -0.556
S  0.845  -0.198  -1.382  0.097
S  2.275  0.896  -0.402  -0.139
H  -1.344  -2.195  -1.414  0.208
H  -1.902  -0.683  -0.741  0.194
H  -1.919  -2.054  0.310  0.250
H  0.638  -2.198  -0.229  0.207
H  0.368  -1.003  0.903  0.253
H  1.627  1.900  0.226  0.110
O  -2.056  -0.710  2.362  -0.962
H  -2.817  -0.845  2.937  0.469
H  -2.279  -0.006  1.736  0.491
O  -1.851  1.886  1.273  -0.950
H  -1.276  2.632  1.487  0.482
H  -2.154  2.113  0.385  0.474